57
Properties=species:S:1:pos:R:3:forces:R:3 method="wB97M-V/def2-TZVPD" smiles="Cc1ccc(CC(=O)NCC(C)(C)NC(=O)[C@H]2CCN3CC[C@H]2C3)c(Cl)c1" orbital_gap_ev=9.21 lumo_energy_ha=0.0196 energy_ev=-43353.7397
C 2.624895 -3.385194 -0.322024 -0.001 -0.018 -0.005
C 1.475791 -2.976719 0.556818 -0.007 -0.004 0.005
C 1.702547 -2.401762 1.804851 -0.004 0.001 0.015
C 0.644880 -2.049093 2.626037 -0.005 -0.005 -0.012
C -0.680480 -2.252500 2.242934 0.017 0.014 -0.006
C -1.819604 -1.906706 3.158420 0.009 -0.009 0.033
C -2.636862 -0.662524 2.826883 0.000 0.013 0.004
O -3.759437 -0.526384 3.275620 -0.004 0.027 -0.022
N -2.013288 0.284669 2.078578 0.047 -0.033 -0.036
C -2.670746 1.507851 1.683911 -0.014 -0.023 0.045
C -2.757326 1.684098 0.162223 -0.014 0.036 0.023
C -3.531796 0.536369 -0.469871 0.000 0.008 -0.006
C -3.472483 3.005950 -0.120693 0.014 -0.014 -0.006
N -1.378230 1.815658 -0.344139 0.003 0.027 -0.051
C -0.670102 1.063595 -1.235162 0.016 -0.019 0.024
O -1.053465 0.009476 -1.704921 -0.002 -0.010 0.007
C 0.675721 1.697668 -1.623613 0.001 -0.005 0.013
C 1.590292 2.014726 -0.422976 -0.008 -0.010 -0.010
C 2.355322 0.774657 0.051448 0.003 -0.013 0.001
N 2.974254 0.010352 -1.037163 -0.003 0.006 -0.003
C 3.768053 0.879381 -1.923123 -0.001 -0.002 0.009
C 2.789570 1.453915 -2.990638 0.002 -0.003 -0.009
C 1.435791 0.818366 -2.625244 -0.003 0.007 -0.008
C 1.906660 -0.461032 -1.927925 0.005 -0.008 0.008
C -0.888363 -2.810249 0.985303 -0.025 0.007 0.007
Cl -2.513903 -3.094968 0.437003 0.006 -0.006 -0.008
C 0.160522 -3.167359 0.153331 0.010 0.014 -0.009
H 3.325632 -2.558052 -0.442234 0.003 0.014 -0.002
H 3.159391 -4.230529 0.116369 0.011 0.017 -0.001
H 2.276841 -3.686299 -1.309557 -0.008 -0.001 0.000
H 2.719746 -2.230449 2.136983 0.004 -0.005 -0.007
H 0.843003 -1.615867 3.599910 -0.002 -0.001 0.002
H -2.540587 -2.721249 3.213742 0.004 -0.005 -0.005
H -1.437645 -1.753312 4.170361 -0.003 0.005 -0.002
H -1.111143 0.069372 1.682988 -0.013 -0.002 -0.008
H -3.670034 1.478288 2.115432 -0.020 0.012 -0.009
H -2.147849 2.373285 2.108873 0.003 -0.027 0.008
H -4.537323 0.540941 -0.044859 0.000 -0.003 -0.001
H -3.602398 0.658967 -1.549227 0.004 0.000 0.002
H -3.072090 -0.426591 -0.273481 -0.006 -0.004 0.002
H -4.483986 2.984963 0.285806 -0.001 0.001 0.002
H -2.943338 3.847799 0.334494 -0.002 0.002 0.000
H -3.533293 3.176828 -1.195720 -0.004 0.003 0.002
H -0.945983 2.691471 -0.094725 -0.005 0.010 -0.002
H 0.420574 2.644046 -2.115366 0.000 0.003 0.001
H 2.304120 2.782684 -0.729836 0.001 0.003 0.003
H 1.036335 2.439876 0.416936 -0.003 0.002 0.001
H 3.130783 1.069449 0.762540 0.000 0.004 -0.001
H 1.681978 0.091636 0.577833 0.001 0.006 0.000
H 4.272748 1.651900 -1.341781 0.001 0.000 -0.001
H 4.539388 0.274290 -2.401818 -0.003 -0.001 -0.002
H 2.756961 2.545117 -2.985923 -0.007 -0.001 0.005
H 3.091475 1.143368 -3.991350 0.004 0.003 0.001
H 0.811388 0.619706 -3.494500 0.000 -0.003 0.001
H 2.331066 -1.157266 -2.657503 -0.001 -0.006 0.000
H 1.125116 -0.973308 -1.373056 0.002 0.002 0.003
H -0.059085 -3.593306 -0.817194 -0.002 -0.006 0.003